(1)
This record from OMol25 describes C18H19FN6 in the gas phase at a distorted geometry. The level of theory is ωB97M-V with the def2-TZVPD basis set.

As for the total energy: -1125.71257 Eh. The SMILES is CNc1nc(N)nc2nc(-c3c(F)cccc3N3CCCC3)ccc12. For the LUMO energy, the calculation gives -0.0442 eV. The orbital gap comes out at 7.9 eV. As for the spin multiplicity: 1. As for the total charge: 0.

XYZ file:
```
44
Properties=species:S:1:pos:R:3:forces:R:3:lowdin_charge:R:1
F -2.684762 -3.073464 0.234886 -0.03 0.04 -0.32 0.10
N -1.243671 1.303601 1.814572 0.36 -0.19 -0.36 -0.10
N 2.420383 -0.326629 -3.784083 -0.81 1.95 -2.54 -0.03
N 0.057661 -1.806358 0.098343 -0.61 -0.01 -0.06 0.21
N 3.758052 -3.856958 -1.506454 1.84 -1.56 -0.94 0.14
N 2.014198 -2.750805 -0.666475 -0.74 -0.19 1.60 0.18
N 3.038197 -2.042857 -2.656047 0.48 -1.15 1.40 0.20
C -0.453683 3.521631 2.016029 0.92 -0.86 -0.31 -0.16
C -3.172356 0.175380 2.770868 0.29 -0.48 -0.89 -0.01
C -3.922426 -1.953264 1.885509 -1.12 -0.21 0.25 -0.01
C 1.101611 -0.913931 -1.879447 -2.67 0.88 1.71 -0.11
C 0.083241 0.071633 -1.991027 -1.76 0.45 1.15 0.04
C -2.109832 0.200312 1.861746 -0.70 -0.72 -0.45 -0.17
C 0.197822 1.161254 2.084259 0.08 1.27 0.47 -0.14
C -2.873408 -2.002748 1.001601 0.62 1.42 1.33 -0.23
C -1.675604 2.709099 1.606663 0.38 -0.32 0.29 -0.15
C 2.945555 -2.814579 -1.561783 -1.48 -0.13 -1.09 -0.50
C -0.933121 -0.921423 -0.008099 2.82 -0.08 -1.33 -0.25
C -0.943529 0.082337 -1.012111 1.86 -0.42 -1.66 0.02
C 1.063948 -1.839877 -0.829273 -1.23 0.73 1.26 -0.27
C 2.132652 -1.112857 -2.712507 3.58 0.44 -3.10 -0.36
C -1.965580 -0.924920 0.987992 -1.08 0.17 0.83 -0.05
C 0.711223 2.555791 1.653365 -0.19 -0.25 -0.32 -0.16
C 2.947111 1.015198 -3.575907 -0.68 -0.31 0.09 -0.08
C -4.084863 -0.866348 2.741433 1.52 -0.03 -0.49 -0.07
H 2.330148 1.510777 -2.852413 -0.34 0.37 0.44 0.06
H 1.671133 2.848733 2.080431 -0.10 -0.13 0.15 0.10
H -3.229397 0.960593 3.486563 -0.23 0.49 0.46 0.10
H 3.378684 -4.610712 -0.947724 0.38 -0.01 -0.20 0.11
H -1.732949 0.809770 -1.031066 -0.18 0.17 -0.09 0.11
H 0.384429 1.064228 3.172062 -0.12 -0.36 -0.30 0.12
H -0.413222 3.681222 3.087647 -0.19 0.05 0.28 0.11
H 4.123126 -4.055262 -2.452097 -0.05 -0.27 1.19 0.12
H -4.804094 -0.900630 3.503050 -1.21 -0.07 0.69 0.09
H -2.537414 2.990551 2.211588 -0.16 -0.24 -0.02 0.11
H -1.902073 2.941006 0.555269 -0.13 -0.34 0.04 0.11
H 2.883461 1.595689 -4.482856 0.12 0.09 -0.35 0.08
H -4.670166 -2.740044 1.928398 0.29 -0.11 -0.11 0.12
H 3.953637 1.023180 -3.184206 0.56 -0.10 0.04 0.08
H 0.853341 2.469247 0.573385 -0.08 0.43 -0.12 0.10
H 2.941871 -0.843465 -4.491681 -0.01 0.21 0.65 0.13
H 0.716147 0.343835 1.548551 -0.52 0.33 0.20 0.11
H 0.027209 0.829823 -2.805963 0.36 -0.86 0.65 0.13
H -0.382692 4.492241 1.527010 -0.05 -0.07 -0.09 0.11
```
Positions in Å, forces in eV/Å.

=====

(2)
This record from OMol25 describes C9H9N3 in the gas phase at a distorted geometry. The level of theory is ωB97M-V with the def2-TZVPD basis set.

As for the total energy: -512.51896 Eh. The SMILES is Cc1nccc2nc(N)ccc12. For the LUMO energy, the calculation gives -0.0571 eV. The orbital gap comes out at 8.9 eV. As for the spin multiplicity: 1. As for the total charge: 0.

XYZ file:
```
21
Properties=species:S:1:pos:R:3:forces:R:3:lowdin_charge:R:1
N -2.770895 2.352224 0.542523 1.09 0.07 6.70 0.05
N 2.402295 -1.263719 -0.370216 -1.69 1.63 0.69 0.10
N -0.485784 1.672664 0.317072 -0.92 1.39 1.66 0.14
C 0.588625 -2.915816 -0.577277 -0.82 -3.70 0.28 -0.08
C -2.333025 0.142387 -0.252474 4.99 -0.41 3.90 0.04
C -1.773975 1.396608 0.360698 1.55 -1.68 -4.33 -0.47
C 1.919912 1.095123 0.151621 -1.49 0.18 -0.55 0.02
C 2.802165 0.067573 -0.100026 -2.10 -1.24 0.24 -0.11
C 0.486632 0.729627 0.175998 1.36 3.42 0.00 -0.25
C -1.333496 -0.872622 -0.049347 -0.87 1.40 -3.51 0.04
C 0.108614 -0.532514 0.013803 -2.45 -2.39 0.02 -0.17
C 1.081277 -1.485657 -0.296226 1.62 -2.53 -0.45 -0.28
H -3.394130 1.623896 1.097161 0.38 2.71 -1.14 0.12
H -3.393941 0.218794 -0.344741 -0.50 -1.12 -0.59 0.09
H 3.847083 0.147848 0.000422 1.11 0.46 -0.27 0.08
H -0.134210 -3.419839 0.179854 1.04 1.63 -0.47 0.09
H -1.411095 -1.847139 -0.541309 -0.84 0.11 0.86 0.08
H -0.052172 -3.143526 -1.494160 1.11 1.07 0.62 0.09
H -2.251810 2.939270 1.491056 -2.26 -1.49 -3.65 0.20
H 2.153273 2.199238 0.208094 0.00 -1.60 0.20 0.12
H 1.337316 -3.794972 -0.582647 -0.32 2.09 -0.23 0.09
```
Positions in Å, forces in eV/Å.